(1)
Here is C7H8Cl2GdN2O3STl as an isolated structure at a distorted geometry from OMol25. Energies are from wB97M-V/def2-TZVPD.

Computed properties:
Charge: +4
LUMO level (spin up / spin down) in eV: -15.3 / -18.5
Spin multiplicity: 8
Kohn-Sham gap (spin up / spin down) in eV: 7.33 / 4.09
Highest occupied orbital energy (spin up / spin down) in eV: -22.62 / -22.58
Expectation value of S²: 16.147

Element x y z (Å)
Gd 0.7072 -4.0093 -3.0112
Tl 0.4311 -1.1860 -2.3761
Cl 3.0513 -2.8736 -3.5078
Cl -0.2606 -3.4578 -0.6131
C -1.4266 0.1322 -1.1358
C 2.3347 -5.1607 -4.5350
C -0.1922 -5.2949 -5.0473
O -1.8823 1.0533 -1.6650
O 2.8803 -5.6071 -5.4490
O -0.2682 -5.9327 -6.0010
S 1.2894 0.5294 -0.1069
C 0.5614 1.3195 1.1980
N 0.8360 2.6107 1.5639
C -0.2638 3.4907 2.0323
C -0.9046 2.8565 3.2407
C -1.2682 1.4213 3.0135
N -0.5013 0.7691 1.8476
H 1.5675 3.0617 1.0392
H -0.9658 3.6071 1.2015
H 0.1621 4.4724 2.2537
H -1.7701 3.4266 3.5301
H -0.2439 2.8833 4.0837
H -2.3335 1.3367 2.7753
H -1.0790 0.7824 3.8890
H -0.4608 -0.2309 1.7797

Results of the Mulliken charge analysis, in e, for atoms 1 through 8: Gd 1.584; Tl 1.060; Cl -0.348; Cl -0.385; C 0.139; C -0.044; C -0.060; O -0.147

(2)
Here is a 2-piece molecular cluster, C7H8Cl2OSi overall at a distorted geometry from OMol25. Energies are from wB97M-V/def2-TZVPD.

Computed properties:
Charge: 0
LUMO level (spin up / spin down) in eV: 0.0 / -4.4
ΔE to the lowest compared entry with this formula, charge and spin in kJ/mol: 261.2
Kohn-Sham gap (spin up / spin down) in eV: 9.78 / 4.40
Highest occupied orbital energy (spin up / spin down) in eV: -9.74 / -8.77

Element x y z (Å)
C -1.7198 -2.7113 0.0203
C -1.9093 -1.3627 0.1070
C -0.4021 -3.1730 -0.1342
C -0.9064 -0.3944 0.1305
C 0.5976 -2.2549 -0.1190
C 0.3499 -0.8976 0.0291
C 0.2542 4.7496 -0.0924
O 1.2013 1.8918 -0.2363
Si 1.6874 0.4631 0.0039
Cl 2.8677 -0.2361 -1.4911
Cl 2.5912 0.0332 1.7022
H -2.4947 -3.3429 0.0823
H -2.9299 -0.8512 0.2491
H -0.2460 -4.1906 -0.1700
H -1.2617 0.6794 0.2769
H 1.5744 -2.5087 -0.1524
H 1.1761 4.5168 -0.5315
H -0.3348 5.5386 -0.3691
H -0.0951 4.0509 0.6946

Results of the Mulliken charge analysis, in e, for atoms 1 through 8: C -0.798; C -0.180; C -0.606; C -0.524; C -0.535; C 0.693; C -0.786; O -0.051

(3)
Here is C7H8ClNO4 as an isolated structure at a distorted geometry from OMol25. Energies are from wB97M-V/def2-TZVPD.

Computed properties:
Charge: 0
LUMO level in eV: -0.9
ΔE to the lowest compared entry with this formula, charge and spin in kJ/mol: 29.1
Kohn-Sham gap in eV: 9.12
Highest occupied orbital energy in eV: -10.05

Element x y z (Å)
C -0.9561 3.5818 0.0147
C 1.3800 -2.5002 -1.0805
C -1.7442 2.5283 0.1434
C 1.3513 -1.4895 -0.1716
C -1.3048 1.1785 -0.0181
C 0.1122 -1.2665 0.6801
C 2.5623 -0.7437 0.1436
N -2.1565 -1.3343 0.6592
O -0.2175 0.8545 -0.4437
O 0.0593 -0.8983 1.8105
O -2.2619 0.4433 0.4150
O -1.0752 -1.6268 -0.0512
Cl -3.4652 -1.7203 -0.3097
H -1.2075 4.6641 0.1004
H 0.1129 3.2763 -0.2404
H 2.3208 -2.7743 -1.5487
H 0.6304 -3.1391 -1.3340
H -2.7328 2.5496 0.3817
H 3.3450 -1.3517 0.3207
H 2.4662 -0.2875 1.1295
H 2.7811 0.0556 -0.6008

Results of the Mulliken charge analysis, in e, for atoms 1 through 8: C -0.658; C -1.084; C -0.425; C 0.715; C 0.979; C 0.708; C -1.500; N 0.208

(4)
Here is a 2-piece molecular cluster, C7H8I2NO overall at a distorted geometry from OMol25. Energies are from wB97M-V/def2-TZVPD.

Computed properties:
Charge: +1
LUMO level (spin up / spin down) in eV: -4.1 / -4.1
ΔE to the lowest compared entry with this formula, charge and spin in kJ/mol: 0.0
Kohn-Sham gap (spin up / spin down) in eV: 8.25 / 8.25
Highest occupied orbital energy (spin up / spin down) in eV: -12.38 / -12.39

Element x y z (Å)
C 2.3749 -0.3701 -0.5689
C 3.0565 0.6529 -0.5182
C -0.9829 0.4507 -0.9725
C -0.2539 -0.3803 -0.2631
C -1.9189 1.2223 -0.0280
C -1.8134 0.5925 1.3306
C 1.5531 -1.5032 -0.8636
N -0.4624 -0.0646 1.1729
O 1.4181 -1.9320 -2.0893
I 4.2021 2.1602 0.1733
I 1.6235 -3.2107 0.5999
H -1.1258 0.4124 -2.0411
H -1.4179 2.1888 0.0138
H -2.8268 1.4478 -0.3779
H -1.7414 1.2359 2.1522
H -2.3695 -0.2939 1.4288
H -0.0649 -0.9245 1.5880
H 0.1738 0.6383 1.5441
H 0.5759 -2.3224 -2.2811

Results of the Mulliken charge analysis, in e, for atoms 1 through 8: C 0.364; C -0.094; C -0.333; C -0.216; C -0.816; C -0.534; C -0.430; N -0.055

(5)
Here is C7H8MgN4OS3 as an isolated structure at a distorted geometry from OMol25. Energies are from wB97M-V/def2-TZVPD.

Computed properties:
Charge: 0
LUMO level in eV: 0.1
ΔE to the lowest compared entry with this formula, charge and spin in kJ/mol: 37.3
Kohn-Sham gap in eV: 8.27
Highest occupied orbital energy in eV: -8.22

Element x y z (Å)
Mg -0.4396 -0.7539 -0.3574
O 1.4981 -0.8644 0.1675
N 2.1804 0.2791 -0.0704
C 3.3937 0.3616 0.5567
C 4.1967 1.4636 0.3112
C 3.5878 2.5263 -0.3803
C 2.3542 2.4442 -0.9951
C 1.6149 1.2666 -0.8688
S 0.1164 1.1364 -1.6528
H 3.7242 -0.5838 0.9340
H 5.1529 1.4951 0.8169
H 4.1898 3.4383 -0.4701
H 1.9096 3.1931 -1.6332
N -4.1336 -1.5841 0.9122
C -3.3938 -0.4999 0.6724
N -3.8604 0.3695 -0.2388
S -1.9092 -0.3034 1.5950
H -4.9320 -1.8347 0.2474
H -3.5641 -2.3323 1.3165
H -4.3756 0.0651 -1.0460
H -3.4174 1.2982 -0.2463
S -1.6886 -4.4568 1.2200
C -1.2568 -3.4672 0.0266
N -0.9475 -2.6565 -0.8174

Results of the Mulliken charge analysis, in e, for atoms 1 through 8: Mg 0.628; O -0.691; N 0.517; C -0.216; C -0.711; C -0.069; C -0.789; C 0.744

(6)
Here is an isolated molecule of C7H8N2O at a distorted geometry from OMol25. Energies are from wB97M-V/def2-TZVPD.

Computed properties:
Charge: 0
LUMO level in eV: 0.6
ΔE to the lowest compared entry with this formula, charge and spin in kJ/mol: 178.2
Kohn-Sham gap in eV: 8.73
Highest occupied orbital energy in eV: -8.11

Element x y z (Å)
N 1.9698 -2.5253 0.6284
C 1.2507 -1.3909 0.3517
C 0.9633 -1.0224 -0.9785
C 0.1361 0.0586 -1.2437
C -0.2919 0.9156 -0.2170
C -0.0770 0.4965 1.1072
C 0.7459 -0.5832 1.3913
C -1.1473 2.0922 -0.5204
N -2.4487 2.1004 -0.1915
H 1.9050 -2.9249 1.5539
H 2.1150 -3.1959 -0.1129
H 1.3313 -1.6436 -1.7981
H -0.3268 0.1474 -2.2274
H -0.6622 0.9151 1.9287
H 0.9607 -0.8474 2.4289
O -1.0968 2.6565 -1.6668
H -2.6348 2.0145 0.7994
H -2.6923 2.7367 -1.2331

Results of the Mulliken charge analysis, in e, for atoms 1 through 8: N -0.512; C 0.950; C -0.473; C -0.649; C 0.470; C -0.457; C -0.620; C 0.352

(7)
Here is an isolated molecule of C7H8N2O2 at a distorted geometry from OMol25. Energies are from wB97M-V/def2-TZVPD.

Computed properties:
Charge: 0
LUMO level in eV: 0.7
ΔE to the lowest compared entry with this formula, charge and spin in kJ/mol: 428.4
Kohn-Sham gap in eV: 9.65
Highest occupied orbital energy in eV: -8.95

Element x y z (Å)
C -1.7548 1.4306 -0.0407
C -1.0041 0.2608 -0.0641
C 0.3265 0.6953 0.2814
C -2.4789 -1.5485 -0.4568
C 1.6821 -0.0683 0.1849
C 2.7277 0.5070 -0.7297
C 1.8704 -1.0559 1.0907
N 0.2790 2.0031 0.3168
N -1.3924 -0.9470 -0.5843
O -3.4238 -1.3763 0.5132
O -0.9400 2.4661 0.1368
H -2.8058 1.7040 -0.3529
H -2.6860 -2.4829 -1.0652
H 3.5133 0.8050 -0.1728
H 3.1625 -0.1656 -1.4615
H 2.0552 1.3407 -1.3094
H 1.0977 -1.3681 1.7893
H 2.8502 -1.5842 0.9381
H -3.0790 -0.6159 0.9861

Results of the Mulliken charge analysis, in e, for atoms 1 through 8: C -0.298; C 0.550; C -0.207; C 0.147; C 0.798; C -1.202; C -0.942; N -0.470

(8)
Here is an isolated molecule of C7H8N2OS at a distorted geometry from OMol25. Energies are from wB97M-V/def2-TZVPD.

Computed properties:
Charge: 0
LUMO level in eV: 0.3
ΔE to the lowest compared entry with this formula, charge and spin in kJ/mol: 254.9
Kohn-Sham gap in eV: 9.11
Highest occupied orbital energy in eV: -8.85

Element x y z (Å)
C -2.7144 -1.5621 0.8728
C -2.4970 -0.4130 1.6446
C -1.8664 -1.8248 -0.1673
C -1.3647 0.3680 1.4821
C -0.7048 -1.0652 -0.3665
C -0.4386 -0.0541 0.5186
C 0.6055 0.8555 -0.0086
N 0.9609 2.0354 0.2050
N 3.9062 0.8958 -1.1218
O 1.4251 0.0587 -1.3470
S 2.4426 1.1038 -2.0196
H -3.8313 -1.8713 0.9325
H -3.2814 -0.1100 2.3815
H -1.8840 -2.7353 -0.8965
H -1.0921 1.0752 2.1738
H -0.0575 -1.4350 -1.1485
H 1.6399 2.4038 -0.5623
H 4.4867 0.4269 -1.7101
H 4.2653 1.8478 -0.8628

Results of the Mulliken charge analysis, in e, for atoms 1 through 8: C -0.526; C -0.088; C -0.209; C -0.743; C -0.287; C 0.399; C 0.568; N -0.592

Number 1: calculated total energy -77868.5552 eV. Number 2: calculated total energy -42356.9906 eV. Number 3: calculated total energy -29584.6732 eV. Number 4: calculated total energy -27114.6872 eV. Number 5: calculated total energy -53349.7892 eV. Number 6: calculated total energy -12414.5514 eV. Number 7: calculated total energy -14460.0189 eV. Number 8: calculated total energy -23248.8787 eV.